Below is a cluster of 2 separate species, C5H10O in total, with properties calculated with wB97M-V/def2-TZVPD.

Last column: Löwdin charge in e.
Element x y z (Å)
C: 0.93 0.13 -1.30  0.00
C: 0.55 -0.43 -0.14  -0.44
C: 1.12 0.09 1.17  -0.07
C: -0.43 -1.59 -0.10  -0.06
H: 0.67 -0.29 -2.27  0.07
H: 1.56 1.02 -1.28  0.07
H: 1.41 -0.78 1.77  0.08
H: 0.45 0.72 1.77  0.08
H: 2.04 0.65 0.93  0.08
H: -0.43 -2.12 -1.06  0.08
H: -0.15 -2.29 0.70  0.07
H: -1.46 -1.26 0.11  0.07
C: -1.57 1.56 -0.09  -0.17
O: -2.32 0.90 0.60  -0.02
H: -1.55 1.48 -1.19  0.08
H: -0.78 2.18 0.35  0.08

Summary:
HOMO   -9.468 eV
ΔE to the lowest compared entry with this formula, charge and spin   38.0 kcal per mole
Structure (SMILES)   C=C(C)C.C=O
Strongest force on any atom   0.0153 Eh/bohr
Total energy   -7393.1175 eV